Entry 1:
Computed, not measured: a cluster of 7 separate species, C27H62B2N3O7 in total in a non-equilibrium geometry, with ωB97M-V/def2-TZVPD.

Each line ends with the Löwdin charge.
Positions of all 101 atoms, in Å:
C: 5.373 -2.348 0.735  -0.1044
B: 4.632 -2.666 -0.736  -0.4550
O: 4.771 -4.009 -1.343  -0.0511
B: 3.747 -1.423 -1.370  -0.5324
C: 2.121 -1.659 -1.378  -0.1795
C: 1.451 -1.985 0.081  -0.5796
N: 1.230 -3.495 0.247  0.0303
N: 2.132 -1.335 1.264  0.0480
N: 0.030 -1.386 0.033  0.0005
H: 4.552 -2.541 1.569  0.0534
H: 5.573 -1.174 0.766  0.0554
H: 6.359 -2.958 0.889  0.0407
H: 4.400 -4.653 -0.647  0.0870
H: 4.080 -0.374 -0.895  0.0233
H: 4.073 -1.343 -2.521  0.0266
H: 1.767 -2.461 -2.189  0.1009
H: 1.636 -0.631 -1.743  0.0844
H: 2.135 -4.014 0.266  0.0578
H: 0.643 -3.823 -0.573  0.0813
H: 2.045 -0.296 1.270  0.0826
H: 1.776 -1.768 2.154  0.0757
H: -0.037 -0.556 0.684  0.0546
H: -0.585 -2.111 0.499  0.0389
C: 1.715 4.241 -2.782  -0.1920
C: 2.140 3.265 -3.848  -0.1844
C: 3.174 2.433 -3.122  -0.2038
O: 2.793 2.410 -1.739  -0.1355
C: 1.765 3.388 -1.534  -0.2118
H: 0.731 4.683 -2.958  0.1086
H: 2.448 5.054 -2.710  0.1111
H: 1.289 2.636 -4.135  0.1201
H: 2.532 3.741 -4.750  0.1007
H: 4.168 2.888 -3.188  0.1130
H: 3.233 1.409 -3.504  0.1220
H: 0.821 2.854 -1.381  0.1173
H: 1.985 3.972 -0.635  0.1117
C: -4.700 -1.954 2.856  -0.1795
C: -4.130 -0.676 3.414  -0.1860
C: -2.648 -0.853 3.161  -0.1989
O: -2.521 -1.656 1.979  -0.1508
C: -3.808 -2.203 1.660  -0.1937
H: -5.758 -1.885 2.592  0.0994
H: -4.580 -2.764 3.586  0.1143
H: -4.507 0.179 2.842  0.1025
H: -4.365 -0.513 4.469  0.1128
H: -2.165 -1.390 3.983  0.1167
H: -2.131 0.100 3.015  0.1191
H: -4.182 -1.682 0.772  0.1223
H: -3.709 -3.266 1.424  0.1180
C: -8.973 0.526 3.089  -0.1794
C: -8.403 1.804 3.647  -0.1823
C: -6.921 1.627 3.394  -0.2076
O: -6.795 0.824 2.212  -0.1496
C: -8.081 0.277 1.893  -0.1964
H: -10.031 0.595 2.825  0.1147
H: -8.853 -0.284 3.819  0.1151
H: -8.780 2.659 3.075  0.1155
H: -8.638 1.967 4.702  0.1141
H: -6.438 1.090 4.216  0.1094
H: -6.405 2.580 3.248  0.1213
H: -8.455 0.798 1.005  0.1181
H: -7.982 -0.786 1.657  0.0999
C: -8.694 -5.515 2.994  -0.1816
C: -9.077 -5.159 1.581  -0.1812
C: -9.301 -3.665 1.680  -0.2073
O: -8.424 -3.180 2.706  -0.1597
C: -7.890 -4.305 3.419  -0.2038
H: -8.133 -6.449 3.076  0.1167
H: -9.595 -5.600 3.613  0.1160
H: -8.239 -5.367 0.906  0.1201
H: -9.954 -5.698 1.214  0.1150
H: -10.328 -3.437 1.982  0.1174
H: -9.090 -3.147 0.740  0.1179
H: -6.837 -4.410 3.136  0.1136
H: -7.946 -4.120 4.495  0.1202
C: 8.253 2.663 2.014  -0.1921
C: 8.860 1.700 3.001  -0.1938
C: 7.779 0.650 3.126  -0.2065
O: 7.097 0.603 1.864  -0.1385
C: 7.507 1.733 1.083  -0.1989
H: 8.989 3.285 1.497  0.1096
H: 7.545 3.324 2.528  0.1138
H: 9.767 1.254 2.575  0.1135
H: 9.122 2.158 3.959  0.1085
H: 7.045 0.923 3.892  0.1157
H: 8.180 -0.340 3.364  0.1181
H: 8.159 1.367 0.282  0.1193
H: 6.631 2.206 0.631  0.1231
C: 5.943 2.934 -7.644  -0.1814
C: 6.259 4.352 -7.241  -0.1864
C: 4.974 5.073 -7.586  -0.2115
O: 3.909 4.125 -7.425  -0.1456
C: 4.481 2.818 -7.275  -0.2004
H: 6.568 2.187 -7.149  0.1188
H: 6.065 2.821 -8.728  0.1144
H: 6.436 4.399 -6.160  0.1181
H: 7.132 4.769 -7.749  0.1120
H: 4.971 5.404 -8.630  0.1130
H: 4.795 5.940 -6.944  0.1158
H: 4.359 2.518 -6.228  0.1126
H: 3.943 2.106 -7.907  0.1203

Properties
* frontier orbital gap: 5.04 eV
* HOMO: -3.08 eV
* energy relative to the best compared isomer or geometry (same formula, charge and spin): 232.8 kJ/mol
* total charge: -1
* multiplicity: 1
* molar mass: 562.4 g mol⁻¹
* E: -1806.46776 Eh

---

Entry 2:
Computed, not measured: a structure of composition C27H63AlNO2 in a non-equilibrium geometry, with ωB97M-V/def2-TZVPD.

Each line ends with the Löwdin charge.
Positions of all 94 atoms, in Å:
C: 3.018 1.055 2.264  -0.1302
C: 2.102 -0.107 1.667  -0.2683
C: 1.984 -0.080 0.070  -0.1870
C: 1.170 -1.436 -0.317  -0.3199
N: -0.274 -1.292 -0.001  -0.1146
Al: -0.787 -2.178 1.622  0.2529
C: -2.813 -2.639 1.404  -0.2131
C: -3.709 -1.562 2.150  -0.3419
O: -3.381 -1.120 3.262  -0.0853
C: 0.224 -3.908 2.027  -0.2638
C: 1.625 -3.689 2.809  -0.2543
C: 2.906 -4.102 1.966  -0.2846
O: 2.749 -5.317 1.199  -0.1190
H: 3.916 1.283 1.620  0.0538
H: 3.418 0.669 3.262  0.0676
H: 2.361 1.943 2.491  0.0646
H: 2.611 -1.088 1.918  0.0827
H: 1.077 0.006 2.119  0.0621
H: 3.040 -0.158 -0.342  0.0808
H: 1.465 0.853 -0.289  0.0866
H: 1.318 -1.545 -1.447  0.1000
H: 1.677 -2.321 0.177  0.0686
H: -0.879 -1.512 -0.794  0.0219
H: -0.667 -1.229 2.913  -0.0380
H: -3.120 -2.575 0.306  0.0348
H: -3.038 -3.690 1.784  0.0542
H: -4.672 -1.144 1.696  0.0911
H: 0.327 -4.568 1.113  0.0377
H: -0.427 -4.494 2.766  0.0489
H: 1.653 -2.624 3.202  0.0718
H: 1.618 -4.349 3.742  0.0956
H: 3.301 -3.274 1.295  0.0904
H: 3.745 -4.311 2.711  0.1118
H: 2.379 -5.080 0.329  0.0741
C: -7.768 -0.763 3.115  -0.1058
C: -7.966 0.336 2.079  -0.2696
C: -9.439 0.654 1.813  -0.2335
C: -10.260 -0.503 1.240  -0.2343
C: -9.736 -1.084 -0.074  -0.2728
C: -9.733 -0.076 -1.216  -0.1172
H: -8.204 -1.711 2.790  0.0666
H: -6.701 -0.931 3.286  0.0617
H: -8.222 -0.484 4.070  0.0747
H: -7.462 0.058 1.149  0.0966
H: -7.473 1.245 2.436  0.1066
H: -9.496 1.514 1.138  0.0980
H: -9.907 0.978 2.750  0.1066
H: -11.289 -0.156 1.088  0.1056
H: -10.324 -1.307 1.979  0.0988
H: -10.370 -1.931 -0.357  0.1020
H: -8.728 -1.488 0.062  0.1011
H: -10.741 0.303 -1.403  0.0717
H: -9.377 -0.548 -2.135  0.0682
H: -9.077 0.771 -1.008  0.0656
C: 5.724 -2.214 -1.351  -0.1050
C: 6.848 -1.787 -0.415  -0.2653
C: 7.033 -0.270 -0.351  -0.2251
C: 7.423 0.394 -1.673  -0.2290
C: 8.708 -0.135 -2.313  -0.2751
C: 9.943 0.086 -1.449  -0.1186
H: 5.918 -1.912 -2.383  0.0653
H: 5.617 -3.301 -1.340  0.0718
H: 4.771 -1.778 -1.038  0.0605
H: 7.781 -2.274 -0.717  0.0960
H: 6.622 -2.153 0.591  0.1046
H: 7.785 -0.040 0.411  0.0999
H: 6.101 0.186 0.002  0.1018
H: 7.531 1.471 -1.501  0.1084
H: 6.604 0.288 -2.391  0.1011
H: 8.856 0.375 -3.270  0.1016
H: 8.608 -1.200 -2.545  0.0977
H: 10.090 1.150 -1.246  0.0730
H: 10.834 -0.284 -1.962  0.0661
H: 9.871 -0.441 -0.495  0.0647
C: 0.810 6.001 -3.961  -0.1202
C: 1.201 5.443 -2.599  -0.2741
C: 1.306 3.917 -2.582  -0.2297
C: 0.006 3.172 -2.893  -0.2290
C: -1.168 3.498 -1.968  -0.2713
C: -0.906 3.126 -0.515  -0.1058
H: -0.174 5.649 -4.277  0.0637
H: 0.775 7.094 -3.926  0.0653
H: 1.540 5.713 -4.723  0.0724
H: 0.485 5.784 -1.844  0.0980
H: 2.171 5.861 -2.314  0.1018
H: 1.683 3.602 -1.604  0.0988
H: 2.064 3.605 -3.309  0.1078
H: 0.205 2.095 -2.845  0.1099
H: -0.293 3.374 -3.926  0.0966
H: -2.048 2.949 -2.316  0.1035
H: -1.424 4.561 -2.035  0.0940
H: -0.695 2.058 -0.417  0.0649
H: -1.782 3.355 0.096  0.0711
H: -0.063 3.683 -0.099  0.0653

Properties
* frontier orbital gap: 7.05 eV
* HOMO: -4.50 eV
* total charge: -1
* multiplicity: 1
* molar mass: 460.8 g mol⁻¹
* E: -1514.21556 Eh

---

Which value of E does entry 1 give? -1806.46776 Eh

---

Among the records above, which one has the lowest frontier orbital gap? C27H62B2N3O7